1.
C16H18ClN5S in the gas phase. Source: the OMol25 dataset; level of theory: ωB97M-V/def2-TZVPD.

The geometry in XYZ format:
```
41
C16H18ClN5S, DFT ωB97M-V/def2-TZVPD
C -2.277 -2.105 -0.354
C -2.817 -0.712 -0.437
C -4.141 -0.396 -0.156
Cl -5.256 -1.645 0.289
C -4.615 0.907 -0.213
C -3.753 1.928 -0.569
C -2.435 1.651 -0.874
C -1.967 0.341 -0.807
N -0.649 0.020 -1.146
C 0.475 0.799 -1.133
S 1.555 0.556 -2.367
N 0.665 1.699 -0.133
C 1.989 2.270 0.037
C 2.735 1.517 1.172
N 2.068 0.262 1.432
C 2.367 -0.814 0.656
N 3.562 -0.811 0.057
C 3.864 -1.859 -0.679
C 3.002 -2.938 -0.835
C 1.801 -2.850 -0.152
N 1.473 -1.808 0.591
C 0.728 0.426 1.946
C 0.017 1.552 1.158
H -2.213 -2.547 -1.349
H -1.279 -2.098 0.082
H -2.927 -2.731 0.251
H -5.648 1.111 0.015
H -4.116 2.943 -0.623
H -1.761 2.437 -1.176
H -0.557 -0.761 -1.784
H 2.525 2.170 -0.907
H 1.883 3.331 0.279
H 2.728 2.098 2.098
H 3.762 1.305 0.880
H 4.832 -1.826 -1.163
H 3.251 -3.785 -1.449
H 1.058 -3.638 -0.199
H 0.779 0.681 3.009
H 0.211 -0.526 1.826
H -1.043 1.336 1.055
H 0.123 2.511 1.672
```

For the highest occupied orbital energy, the calculation gives -8.002 eV. The value obtained for the relative energy (zero: lowest compared OMol25 entry of this formula, charge and spin) is 8.4 kJ/mol. The value obtained for the total energy is -1752.6887 Ha. The SMILES is Cc1c(Cl)cccc1NC(=S)N1CCN(c2ncccn2)CC1.

2.
2 unconnected molecules or ions with the total composition CH4NOS in a non-equilibrium geometry. Source: the OMol25 dataset; level of theory: ωB97M-V/def2-TZVPD.

The geometry in XYZ format:
```
8
CH4NOS, DFT ωB97M-V/def2-TZVPD
S -2.281 0.389 0.497
H -2.765 -0.566 -0.319
C 0.918 0.633 -0.219
N 0.679 -0.659 0.119
O 2.043 0.998 -0.565
H 0.087 1.335 -0.235
H 1.474 -1.261 0.059
H -0.155 -0.869 0.664
```

The charge is -1. For the highest occupied orbital energy, the calculation gives -2.954 eV. The value obtained for the relative energy (zero: lowest compared OMol25 entry of this formula, charge and spin) is 23.8 kJ/mol. The value obtained for the total energy is -568.7417 Ha.

3.
A molecular structure, C31H61AsCdClN9O5PS. Source: the OMol25 dataset; level of theory: ωB97M-V/def2-TZVPD.

The geometry in XYZ format:
```
111
C31H61AsCdClN9O5PS, DFT ωB97M-V/def2-TZVPD
Cd 0.445 0.592 0.892
N 2.476 1.667 1.822
C 2.910 2.842 1.071
C 2.929 2.488 -0.414
N 1.668 1.893 -0.840
C 0.728 2.761 -1.537
C -0.308 3.324 -0.576
N -1.040 2.205 0.023
H 2.376 1.850 2.815
H 3.169 0.924 1.759
H 3.902 3.191 1.372
H 2.204 3.655 1.259
H 3.731 1.764 -0.587
H 3.164 3.381 -1.003
H 1.799 1.040 -1.369
H 0.210 2.158 -2.288
H 1.239 3.579 -2.057
H -0.975 4.008 -1.109
H 0.183 3.884 0.223
H -1.593 1.706 -0.680
H -1.688 2.525 0.737
C -5.349 1.613 -0.401
N -4.671 0.721 0.521
C -5.061 0.498 1.828
C -4.227 -0.416 2.344
N -3.310 -0.745 1.351
C -3.609 -0.063 0.196
S -2.931 -0.208 -1.331
C -2.360 -1.796 1.485
C -2.713 -2.922 2.217
C -1.817 -3.973 2.267
C -0.636 -3.884 1.547
C -0.383 -2.716 0.855
N -1.205 -1.666 0.855
H -6.412 1.616 -0.170
H -5.189 1.250 -1.413
H -4.956 2.627 -0.318
H -5.888 1.017 2.275
H -4.174 -0.824 3.334
H -3.676 -2.997 2.700
H -2.057 -4.863 2.833
H 0.082 -4.690 1.535
H 0.524 -2.592 0.282
O 0.827 -0.641 -1.416
P 1.098 -1.548 -2.581
N 2.099 -2.765 -2.092
C 2.461 -3.890 -2.975
C 3.584 -4.599 -2.223
C 4.277 -3.443 -1.508
C 3.089 -2.635 -1.006
N 1.703 -0.667 -3.852
C 1.882 -1.236 -5.206
C 3.343 -0.965 -5.537
C 3.564 0.398 -4.891
C 2.791 0.291 -3.576
N -0.152 -2.354 -3.282
C -1.080 -1.703 -4.242
C -2.462 -2.244 -3.880
C -2.147 -3.605 -3.266
C -0.916 -3.297 -2.429
H 2.830 -3.530 -3.939
H 1.600 -4.533 -3.165
H 4.236 -5.164 -2.887
H 3.165 -5.288 -1.486
H 4.851 -2.855 -2.230
H 4.944 -3.756 -0.708
H 3.317 -1.593 -0.796
H 2.708 -3.072 -0.081
H 1.232 -0.715 -5.914
H 1.617 -2.291 -5.226
H 3.533 -0.968 -6.609
H 3.986 -1.716 -5.070
H 3.126 1.177 -5.518
H 4.613 0.643 -4.731
H 2.395 1.258 -3.264
H 3.447 -0.085 -2.780
H -0.809 -2.002 -5.257
H -1.020 -0.617 -4.184
H -3.113 -2.301 -4.750
H -2.938 -1.608 -3.133
H -1.901 -4.327 -4.047
H -2.961 -4.006 -2.664
H -0.315 -4.176 -2.195
H -1.217 -2.808 -1.497
O 0.181 -0.563 3.145
Cl 1.526 -1.148 3.153
O 2.415 -0.307 3.898
O 1.501 -2.470 3.668
O 1.945 -1.162 1.737
C 0.249 1.315 5.996
C 0.436 2.560 5.134
As -0.523 2.544 3.411
C -2.335 2.167 4.068
C -2.824 3.012 5.238
C -0.673 4.508 3.218
C -1.823 4.984 2.336
H 0.669 1.486 6.987
H 0.750 0.451 5.567
H -0.804 1.063 6.125
H 1.497 2.711 4.919
H 0.092 3.450 5.665
H -2.333 1.105 4.322
H -3.006 2.267 3.212
H -2.227 2.843 6.134
H -3.858 2.765 5.485
H -2.789 4.078 5.014
H 0.281 4.864 2.820
H -0.767 4.930 4.220
H -1.674 4.727 1.285
H -1.921 6.069 2.381
H -2.778 4.562 2.652
```

The charge is +1. For the highest occupied orbital energy, the calculation gives -10.190 eV. The value obtained for the total energy is -5689.8005 Ha.

4.
2 unconnected molecules or ions with the total composition C4H6Cl4 in a non-equilibrium geometry. Source: the OMol25 dataset; level of theory: ωB97M-V/def2-TZVPD.

The geometry in XYZ format:
```
14
C4H6Cl4, DFT ωB97M-V/def2-TZVPD
C 2.185 -0.374 -0.261
C 0.813 0.153 0.304
C -0.340 -0.174 -0.578
C -2.526 0.535 0.447
Cl 0.588 -0.370 1.946
Cl -0.596 -1.808 -0.829
Cl -2.774 2.038 -0.222
Cl -3.493 -0.739 -0.032
H 2.272 -1.477 -0.114
H 2.921 0.016 0.289
H 2.393 0.143 -1.298
H 0.947 1.166 0.419
H -0.237 0.520 -1.518
H -2.155 0.370 1.446
```

For the highest occupied orbital energy (spin up / spin down), the calculation gives -8.368 / -8.199 eV. The value obtained for the relative energy (zero: lowest compared OMol25 entry of this formula, charge and spin) is 166.7 kJ/mol. The value obtained for the total energy is -1996.6500 Ha.

5.
A molecular structure, C3H7OP in a non-equilibrium geometry. Source: the OMol25 dataset; level of theory: ωB97M-V/def2-TZVPD.

The geometry in XYZ format:
```
12
C3H7OP, DFT ωB97M-V/def2-TZVPD
C 1.116 1.103 -1.359
C 0.205 0.171 -1.151
C -1.222 -1.589 0.872
O -2.592 -0.043 -0.809
P -1.247 -0.135 -0.239
H 2.134 1.112 -1.912
H 1.026 1.978 -0.674
H 2.090 1.492 1.394
H -0.231 -1.823 1.322
H -2.080 -1.368 1.578
H -1.408 -2.465 0.351
H 2.208 1.569 0.628
```

For the highest occupied orbital energy, the calculation gives -8.738 eV. The value obtained for the relative energy (zero: lowest compared OMol25 entry of this formula, charge and spin) is 312.9 kJ/mol. The value obtained for the total energy is -534.9590 Ha.

6.
A molecular structure, C18H20FeN2O11P2. Source: the OMol25 dataset; level of theory: ωB97M-V/def2-TZVPD.

The geometry in XYZ format:
```
54
C18H20FeN2O11P2, DFT ωB97M-V/def2-TZVPD
Fe -0.224 0.572 -0.555
C -2.321 3.908 -2.136
O -2.229 4.727 -0.962
C -2.138 4.149 0.267
C -2.837 4.773 1.276
C -2.767 4.341 2.604
C -1.976 3.266 2.910
C -1.260 2.593 1.904
C -0.314 1.585 2.305
N 0.293 0.818 1.481
N 1.350 0.061 1.946
C 1.943 -0.461 0.910
O 1.560 -0.303 -0.319
C 3.137 -1.319 1.144
C 3.878 -1.751 0.047
C 4.982 -2.573 0.228
C 5.348 -2.972 1.506
C 4.609 -2.542 2.602
C 3.509 -1.718 2.425
C -1.327 3.016 0.557
O -0.615 2.449 -0.393
H -2.561 4.596 -2.944
H -1.390 3.395 -2.354
H -3.122 3.178 -2.028
H -3.451 5.621 0.999
H -3.330 4.851 3.374
H -1.885 2.919 3.933
H -0.036 1.522 3.358
H 3.570 -1.427 -0.939
H 5.558 -2.901 -0.629
H 6.207 -3.615 1.649
H 4.894 -2.853 3.599
H 2.924 -1.372 3.266
O -1.278 -1.059 -3.832
P -1.173 0.484 -3.434
O -1.335 1.349 -4.602
O 0.045 0.629 -2.497
O -2.401 0.741 -2.396
P -3.126 0.021 -1.150
O -3.297 -1.517 -1.599
O -4.423 0.659 -0.902
O -2.032 -0.012 -0.072
H -1.036 -1.600 -3.056
H -4.083 -1.588 -2.153
C 0.077 -3.168 0.681
C 0.106 -3.001 -0.812
C 0.889 -4.008 -1.610
O -0.461 -2.075 -1.347
H -0.248 -4.180 0.931
H -0.594 -2.435 1.125
H 1.083 -3.039 1.085
H 0.718 -5.021 -1.244
H 1.952 -3.784 -1.482
H 0.639 -3.932 -2.666
```

The expectation value of S² is 8.760. The charge is -1. For the highest occupied orbital energy (spin up / spin down), the calculation gives -5.173 / -5.284 eV. Its spin multiplicity is 6. The value obtained for the relative energy (zero: lowest compared OMol25 entry of this formula, charge and spin) is 29.2 kJ/mol. The value obtained for the total energy is -3581.9407 Ha.